1.
DFT (ωB97M-V/def2-TZVPD) results for a 12-piece molecular cluster, C39H92O35S11 overall at a distorted geometry.

The geometry in XYZ format:
```
177
Properties=species:S:1:pos:R:3:forces:R:3
O 0.29255 -4.73745 -0.93646 -1.01 0.07 -0.05
C -0.01812 -5.52207 -0.05877 1.41 -0.53 -0.78
C -0.07680 -5.07880 1.33490 -1.26 0.68 -0.70
C 0.15933 -5.91904 2.31999 0.53 2.48 3.14
C 0.71424 -7.22091 2.09027 -0.20 -0.60 -1.26
O 1.32295 -7.85452 2.90787 0.36 -0.44 0.80
C 0.49312 -7.73993 0.72222 -1.04 1.56 -0.80
C 0.04428 -6.99009 -0.30125 0.30 0.06 1.80
H -0.35669 -4.03269 1.43218 0.15 -0.04 0.40
H 0.22405 -5.48767 3.37287 -0.24 -0.86 -1.34
H 0.56282 -8.76513 0.64604 0.52 -2.15 -0.36
H -0.16973 -7.39578 -1.25817 -0.11 -0.14 -0.74
C -2.82897 -3.09105 6.07542 1.02 1.28 -0.83
C -2.32068 -1.65474 5.73361 -1.04 -0.51 -0.67
O -1.10217 -1.57456 4.95732 -0.23 -0.03 -1.43
S -1.22468 -1.29040 3.30351 1.96 -1.70 2.51
C -1.55718 0.41325 3.25607 -0.20 0.07 -0.28
O 0.12914 -1.56826 2.84860 -1.50 0.28 0.44
O -2.33590 -2.05782 2.81889 0.11 0.34 -0.04
H -3.16693 -3.59912 5.20497 -0.09 -0.42 -0.99
H -3.69836 -3.00423 6.68981 -0.40 0.13 0.80
H -2.05115 -3.68317 6.53174 0.17 -0.09 0.37
H -3.08759 -1.13391 5.12497 0.05 -0.21 0.70
H -2.17794 -1.14324 6.68416 0.37 0.33 -0.26
H -1.51656 0.63586 2.21102 0.17 0.37 -0.66
H -0.91902 1.06105 3.84280 0.41 -0.31 0.11
H -2.57236 0.51351 3.55708 -0.89 0.16 0.43
C 1.67482 1.75797 -5.93625 1.31 -1.49 -3.52
C 0.80008 2.06276 -4.84742 -2.07 -0.61 2.25
O 1.56514 2.57899 -3.75498 0.97 2.29 1.17
S 1.11658 3.95278 -3.04990 -1.15 -1.62 0.78
C 1.11608 5.14537 -4.30296 0.21 -1.21 -2.00
O -0.28347 3.84256 -2.70298 0.88 -0.01 0.39
O 2.09971 4.17229 -2.02393 -0.23 0.00 -0.64
H 1.22321 0.91868 -6.57306 0.21 1.49 0.51
H 2.61766 1.26140 -5.65578 -0.22 0.51 0.41
H 1.89469 2.64239 -6.55189 0.08 -0.42 -0.07
H -0.07564 2.75555 -5.06892 0.85 -1.28 0.18
H 0.56435 1.09590 -4.37081 -1.22 0.28 -0.55
H 1.98905 4.99792 -4.96653 -0.31 0.45 0.50
H 1.07559 6.06814 -3.80225 0.15 1.36 0.42
H 0.18157 4.98897 -4.88307 0.56 0.13 0.38
C -2.80941 2.34355 -1.38837 -0.51 0.03 -0.14
C -2.67062 1.86727 -2.81021 0.31 -0.42 -0.56
O -3.62335 2.59249 -3.64367 -0.28 -0.44 0.76
S -3.44077 2.74447 -5.19515 2.38 1.23 1.57
C -3.01125 1.18838 -5.77670 -1.77 -0.17 -1.91
O -4.70152 3.22025 -5.60303 -0.97 0.07 -0.96
O -2.24699 3.52965 -5.46786 -0.64 -0.09 0.20
H -2.71134 3.42924 -1.25378 0.24 -0.25 -0.37
H -2.06225 1.82200 -0.77683 -0.36 0.05 -0.04
H -3.83313 2.09352 -1.12694 -0.09 -0.17 0.69
H -1.69380 2.12409 -3.17087 0.59 -0.13 -0.23
H -2.84351 0.75571 -2.89760 0.03 1.12 0.06
H -2.07396 0.81017 -5.46741 0.84 -0.10 0.60
H -2.95774 1.46010 -6.84831 0.13 -0.62 0.23
H -3.82189 0.47536 -5.65061 0.11 -0.05 0.12
C -1.18583 6.65588 0.13711 0.50 0.32 -2.25
C -1.15286 5.52453 1.04284 -1.04 -2.00 -0.12
O -2.50484 5.49451 1.63320 -0.12 -0.66 0.84
S -2.77064 4.40159 2.76008 1.06 0.38 1.20
C -3.70121 3.13800 1.99007 1.19 -0.73 -2.25
O -1.47782 3.83292 3.16243 -1.67 0.63 -0.36
O -3.64061 5.01475 3.73408 0.72 -0.28 -0.55
H -1.94623 6.44877 -0.63228 0.28 0.41 0.09
H -0.19562 6.75286 -0.35880 -0.59 0.00 0.24
H -1.41154 7.56659 0.64827 -0.16 0.63 0.32
H -1.07612 4.54236 0.51476 0.50 0.78 0.33
H -0.43386 5.64372 1.81291 0.60 -0.19 0.74
H -4.43878 3.55045 1.28971 0.00 0.01 0.57
H -4.11275 2.51001 2.75554 -0.35 -0.12 0.37
H -2.98640 2.52282 1.35570 -0.79 0.71 0.81
C 3.61414 -1.06704 2.98927 1.03 0.11 -0.23
C 3.44470 -0.92500 4.46859 1.38 -0.99 -0.19
O 2.58714 0.13167 4.67049 -3.03 1.47 1.20
S 1.75126 0.12163 6.06446 0.15 -0.10 -1.37
C 3.07608 0.58369 7.10718 -0.36 0.63 0.34
O 0.81618 1.20316 5.93578 0.41 -0.28 0.13
O 1.28910 -1.19462 6.38895 0.41 0.43 0.01
H 4.61862 -1.50554 2.77240 -0.95 0.17 -0.10
H 3.59854 -0.03318 2.62901 0.19 -0.25 -0.37
H 2.80184 -1.59827 2.52190 -0.15 -0.29 -0.17
H 3.10353 -1.79708 5.01399 -0.01 -0.37 -0.16
H 4.38539 -0.58306 4.86630 0.80 -0.30 0.39
H 3.89095 -0.12571 7.10032 -0.10 -0.41 -0.02
H 2.60099 0.64359 8.08946 0.49 0.32 0.07
H 3.44274 1.53121 6.69260 -0.21 -0.07 0.53
C 3.18171 -5.24015 -1.64255 -0.11 1.11 -2.26
C 2.71022 -3.94930 -2.42643 -0.26 -0.45 1.10
O 2.83073 -4.22174 -3.86831 0.44 -0.38 0.66
S 2.62968 -3.15256 -5.00453 -2.02 -2.08 0.27
C 4.16630 -3.17523 -5.81205 -1.14 1.58 -0.77
O 1.63925 -3.73512 -5.89220 1.26 0.65 0.32
O 2.32338 -1.90590 -4.40323 0.13 1.52 0.49
H 4.27625 -5.29724 -1.61484 -0.34 -0.18 0.06
H 2.74169 -6.02903 -2.26836 0.42 -0.22 0.40
H 2.73353 -5.30882 -0.66717 0.01 0.27 0.37
H 1.64580 -3.84081 -2.15905 0.59 0.17 -0.63
H 3.25717 -3.03217 -2.16455 0.01 -0.39 -0.23
H 4.99662 -2.99858 -5.15001 0.26 -0.36 0.14
H 4.01874 -2.31275 -6.49397 0.48 -0.43 0.14
H 4.04765 -4.06692 -6.38844 0.92 -0.73 -0.28
C 1.57138 2.48159 1.59017 0.36 0.49 -0.92
C 1.11180 1.77973 0.30923 1.31 1.53 -0.89
O 0.31367 0.68414 0.73094 -0.47 -0.47 0.30
S -0.11377 -0.47108 -0.26786 -0.89 1.82 0.67
C 1.24571 -1.49230 -0.16795 1.23 -3.15 0.12
O -1.29354 -1.04384 0.32245 0.89 -0.17 -0.25
O -0.25833 0.10844 -1.56401 0.36 -0.10 -0.85
H 0.72197 2.90069 2.13658 0.04 -0.09 -0.07
H 2.30119 3.32460 1.37241 -0.81 -1.16 0.25
H 2.00745 1.66991 2.14977 0.50 0.13 0.73
H 0.51211 2.46984 -0.30064 0.06 -0.38 -0.06
H 2.02582 1.48171 -0.31483 -1.30 -0.03 0.85
H 1.19437 -2.06914 0.79579 -0.22 0.63 -0.88
H 2.30405 -1.18797 -0.27538 -0.91 1.06 0.13
H 1.11623 -2.21014 -1.00078 -0.23 0.10 0.49
C -4.28964 -5.41225 -3.50248 -1.25 -1.83 -1.15
C -2.96187 -4.92751 -3.89546 0.04 1.82 0.24
O -3.11857 -3.87070 -4.92075 1.14 0.71 0.41
S -2.50870 -2.38445 -4.60137 -0.46 -1.15 0.45
C -0.72568 -2.54189 -4.25783 -1.70 0.69 -1.64
O -2.65884 -1.71057 -5.85587 0.15 0.02 0.22
O -3.16350 -1.87047 -3.41872 0.32 -0.19 -0.51
H -4.75614 -5.87890 -4.37839 -0.17 0.09 0.05
H -4.97469 -4.67075 -3.14784 -0.11 0.67 0.26
H -4.23456 -6.21068 -2.76948 0.23 0.04 0.27
H -2.59358 -4.43192 -3.01047 0.97 -0.08 0.29
H -2.31039 -5.68912 -4.30565 0.18 0.01 0.06
H -0.41514 -1.52104 -4.04811 0.04 0.01 0.08
H -0.34924 -2.87338 -5.22115 0.39 -0.11 0.23
H -0.51267 -3.19117 -3.45307 0.11 -0.78 0.86
C -1.42352 8.08233 4.30871 -0.41 1.00 -1.13
C -0.38987 7.25724 5.00791 0.25 0.55 0.66
O 0.31441 6.51245 4.00282 -0.28 -0.57 -0.78
S 1.76389 5.94724 4.20327 0.93 0.71 0.78
C 1.51570 4.43451 5.01546 -0.01 -1.39 0.29
O 2.32863 5.71744 2.91178 -0.50 -0.06 -0.10
O 2.45460 6.81156 5.12152 -0.11 -0.09 -0.15
H -1.70661 8.97814 4.87279 0.31 -0.17 0.13
H -2.38466 7.60563 4.06740 0.56 -0.37 0.05
H -0.95601 8.43738 3.36239 -0.46 -0.10 0.52
H 0.33427 7.87340 5.53606 0.09 0.19 -0.17
H -0.82738 6.62352 5.75937 -0.18 -0.76 0.10
H 1.06050 4.58072 5.99178 -0.42 0.18 -0.18
H 2.47959 3.98315 5.25025 0.26 0.30 -0.30
H 0.98144 3.70195 4.39647 -0.15 0.47 0.20
C -4.29790 -1.50501 -0.30099 -0.24 -1.48 0.33
C -3.88497 -2.96515 -0.62954 1.10 1.66 -0.35
O -4.54996 -3.79273 0.32384 -0.52 0.56 0.45
S -4.23501 -5.30434 0.30028 -1.50 -0.52 -0.31
C -3.95074 -5.49005 1.99480 0.16 -1.00 0.64
O -5.39452 -6.02565 -0.13257 0.22 -0.03 0.26
O -3.02584 -5.47152 -0.42471 1.44 -0.64 -0.45
H -4.19143 -1.31668 0.78348 0.31 0.01 -0.56
H -5.38111 -1.47510 -0.51687 0.52 0.56 -0.18
H -3.66433 -0.85452 -0.90765 -0.44 0.15 0.14
H -4.29355 -3.20436 -1.61413 0.47 -0.05 0.04
H -2.75460 -3.12216 -0.57948 -1.62 0.22 -0.08
H -4.87804 -5.42850 2.56948 0.15 0.33 -0.22
H -3.23370 -4.70849 2.20793 0.10 0.08 0.52
H -3.52911 -6.48926 2.16526 0.04 0.28 -0.10
C 5.33429 2.83594 -0.66532 2.41 0.43 -0.89
C 6.20254 1.64683 -0.18568 -2.29 -0.58 -0.08
O 6.16347 0.59517 -1.22336 -0.13 0.16 -0.35
S 4.87135 -0.34484 -1.43604 1.74 0.41 1.64
C 3.82047 0.50249 -2.57185 -0.30 0.53 0.33
O 5.46223 -1.50797 -2.08414 -1.51 1.08 0.91
O 4.24072 -0.32642 -0.11488 0.07 -1.00 -1.53
H 4.29112 2.62161 -0.78265 -0.53 -0.17 0.62
H 5.68293 3.03744 -1.71758 -0.21 0.18 0.95
H 5.51845 3.74799 -0.05519 -0.33 -0.66 -0.37
H 7.23779 1.80787 0.04150 0.55 0.47 -0.60
H 5.80571 1.20654 0.73075 -0.22 0.00 -0.08
H 2.91270 -0.07035 -2.78822 0.28 -0.10 0.16
H 4.42427 0.59899 -3.44372 0.29 0.03 -0.91
H 3.56046 1.51830 -2.22412 0.11 -0.71 0.05
```
Positions in Å, forces in eV/Å.

Its net charge is 0. The total energy is -8554.42204 hartree. As for the HOMO-LUMO gap: 8.89 eV. The calculation puts the molar mass at 1473.867 g mol⁻¹. Its SMILES is O=C1C=CC(=O)C=C1.CCOS(C)(=O)=O.CCOS(C)(=O)=O.CCOS(C)(=O)=O.CCOS(C)(=O)=O.CCOS(C)(=O)=O.CCOS(C)(=O)=O.CCOS(C)(=O)=O.CCOS(C)(=O)=O.CCOS(C)(=O)=O.CCOS(C)(=O)=O.CCOS(C)(=O)=O. As for the highest occupied orbital energy: -10.4348 eV.



2.
DFT (ωB97M-V/def2-TZVPD) results for C16H38ClGeNO9SY as an isolated structure at a distorted geometry.

The geometry in XYZ format:
```
68
Properties=species:S:1:pos:R:3:forces:R:3
Y 0.60019 -0.58790 0.10658 -0.03 0.76 -1.14
C 1.81272 -2.38243 -3.03196 1.54 -1.52 -0.73
C 0.32641 -2.01972 -3.15271 0.32 -0.74 1.03
C 0.00736 -1.25075 -4.43715 -0.80 -0.48 -1.01
C -0.57664 -3.27125 -2.99205 1.75 -0.28 -1.15
O 0.05970 -1.18367 -1.95745 -0.26 0.06 -0.74
Ge -1.88401 -0.76403 -1.64359 0.20 -0.54 -0.47
O -1.35903 -1.44172 0.12541 -0.34 -0.91 0.35
C -2.28006 -1.95356 1.09528 -1.35 -0.69 0.34
C -1.95041 -1.25260 2.43216 -0.80 -2.09 0.24
C -3.73032 -1.65523 0.64895 0.69 -0.73 0.39
C -2.17876 -3.51761 1.25343 0.38 1.90 -1.45
O -1.14982 0.77663 -0.96693 0.84 1.60 0.88
C -1.58169 2.16733 -1.04008 -0.95 -0.37 1.78
C -1.81933 2.66473 0.48994 -0.36 -0.50 -2.59
C -2.90918 2.21315 -1.81322 0.91 0.56 0.70
C -0.46434 2.92631 -1.71498 -1.07 0.61 -1.27
H 2.17955 -3.19445 -3.76730 -0.93 1.51 0.53
H 2.13887 -2.90056 -2.08992 -0.85 0.79 -0.31
H 2.47082 -1.50085 -3.17001 -0.42 -0.40 0.07
H 0.30020 -1.84551 -5.36893 0.10 0.91 1.35
H 0.40505 -0.22136 -4.43315 0.20 -0.61 -0.13
H -1.09734 -1.15918 -4.58654 0.64 0.02 0.42
H -0.18004 -4.10635 -3.61018 -0.30 0.57 0.12
H -1.56663 -3.05113 -3.33538 -0.73 -0.04 0.09
H -0.52254 -3.63721 -1.98160 -0.27 0.03 0.54
H -1.98740 -0.21935 2.31583 0.19 1.98 -0.36
H -0.98105 -1.57573 2.80602 0.19 0.07 -0.02
H -2.68644 -1.46216 3.23099 0.25 -0.24 -0.47
H -3.99273 -0.62277 0.68547 -0.08 0.97 -0.03
H -4.37057 -2.17991 1.33544 -0.45 -0.09 0.39
H -3.97934 -2.05753 -0.32919 0.22 -0.05 -0.20
H -1.18085 -3.68325 1.62514 0.49 -0.72 -0.30
H -2.47441 -4.03523 0.30355 0.66 0.35 0.87
H -2.85296 -3.78658 2.01954 -0.84 -0.46 0.84
H -2.50293 1.99516 0.97165 -0.58 -0.45 0.15
H -2.26254 3.66806 0.52466 0.38 -0.15 -0.03
H -0.90310 2.57291 1.01809 0.97 0.32 0.55
H -3.61556 1.52750 -1.33620 -0.11 0.23 -0.15
H -2.72541 1.91758 -2.85050 -0.29 0.19 0.05
H -3.25522 3.25595 -1.72130 -0.26 -0.50 -0.44
H 0.45484 2.68174 -1.24044 1.01 -0.21 0.37
H -0.60005 4.03540 -1.67802 -0.07 -0.84 -0.15
H -0.44277 2.58368 -2.78190 0.27 0.50 0.82
O 3.05988 1.16980 2.83245 -1.76 0.20 -0.28
Cl 1.86925 1.46778 2.05554 2.38 1.31 2.23
O 1.39339 2.81188 2.27842 -0.27 -0.70 0.61
O 0.81795 0.49266 2.31371 -0.31 -0.02 -0.15
O 2.23046 1.39040 0.68221 -0.40 -0.93 -2.53
N 3.08825 -2.86165 3.36210 0.13 -2.04 0.16
C 3.51998 -3.00672 1.90390 0.26 -1.26 -0.05
C 2.53362 -2.17236 1.06584 -0.20 -0.05 1.07
O 1.33219 -2.19892 1.54244 0.98 -0.30 -0.45
O 2.88922 -1.47791 0.10410 -0.39 -0.45 0.24
H 2.07666 -3.10893 3.45769 0.83 -0.17 -0.14
H 3.11644 -1.91308 3.62922 0.22 1.83 0.34
H 3.70478 -3.37366 4.06119 -1.02 0.40 -1.18
H 3.46320 -4.09852 1.61887 -0.23 1.15 0.38
H 4.58070 -2.74942 1.81850 -0.39 0.40 -0.02
C 0.30702 5.33933 1.09005 1.10 0.58 0.01
S 1.63622 5.41022 2.31079 0.08 0.32 -0.27
C 3.16490 5.07884 1.41308 -1.57 -0.07 0.60
H 0.57039 4.48846 0.41810 -1.05 0.39 0.76
H 0.22653 6.25740 0.49209 0.69 0.03 -0.02
H -0.56932 5.44832 1.72917 -0.32 -1.16 -0.30
H 2.88904 4.61070 0.49279 0.27 -0.30 -0.59
H 3.78869 4.50153 2.05689 0.35 -0.70 0.38
H 3.61835 6.02730 1.31341 0.60 1.21 -0.51
```
Positions in Å, forces in eV/Å.

The energy above the lowest of the compared OMol25 structures with the same formula, charge and spin is 149.43 kJ/mol. The spin multiplicity is 2. Its net charge is +2. Its expectation value of S² is 0.7530. The total energy is -4337.36340 hartree. As for the HOMO-LUMO gap (spin up / spin down): 8.70 / 5.01 eV. The calculation puts the molar mass at 617.514 g mol⁻¹. As for the highest occupied orbital energy (spin up / spin down): -13.8433 / -13.8433 eV.